(1)
{
  "formula": "C51H40Br2N4O3SiTi",
  "method": "ωB97M-V with the def2-TZVPD basis set",
  "spin_multiplicity": 2,
  "e_lumo_ha": [-0.117, -0.132],
  "orbital_gap_ev": [6.047, 6.789],
  "charge": 1,
  "elements": ["Ti", "C", "O", "C", "N", "C", "C", "C", "C", "C", "C", "C", "C", "C", "C", "C", "C", "N", "C", "N", "C", "C", "O", "C", "C", "C", "C", "C", "C", "H", "H", "H", "H", "H", "H", "H", "H", "H", "H", "H", "H", "H", "H", "H", "H", "H", "H", "H", "C", "C", "C", "C", "C", "C", "Br", "C", "C", "Br", "C", "O", "C", "N", "H", "H", "H", "H", "H", "H", "C", "C", "C", "C", "C", "C", "Si", "C", "C", "C", "C", "C", "C", "C", "C", "C", "C", "C", "C", "H", "H", "H", "H", "H", "H", "H", "H", "H", "H", "H", "H", "H", "H", "H"],
  "xyz": [[-0.0947, -0.0322, 0.0163], [-2.6727, 2.7081, -2.5052], [-2.5754, 3.1954, -1.1314], [-1.7647, 2.3604, -0.5123], [-1.3743, 1.2927, -1.1369], [-2.0196, 1.3125, -2.4745], [-1.0589, 1.0784, -3.6103], [0.1619, 1.7434, -3.6530], [1.0286, 1.5415, -4.7161], [0.6811, 0.6733, -5.7441], [-0.5413, 0.0173, -5.7115], [-1.4098, 0.2239, -4.6476], [-1.2541, 2.6048, 0.7992], [-1.5374, 3.6974, 1.5963], [-0.8710, 3.8501, 2.8007], [0.1250, 2.9205, 3.1253], [0.3534, 1.8584, 2.2933], [-0.3762, 1.6124, 1.1599], [1.3987, 0.8787, 2.4699], [1.5373, -0.0827, 1.6311], [2.6236, -0.9444, 2.2004], [3.2755, -0.0032, 3.2135], [2.2373, 0.9792, 3.4877], [3.5602, -1.5922, 1.2110], [4.9398, -1.4510, 1.3052], [5.7855, -2.1516, 0.4521], [5.2625, -3.0170, -0.4945], [3.8862, -3.1814, -0.5807], [3.0513, -2.4735, 0.2653], [-2.1257, 3.4058, -3.1342], [-3.7223, 2.6955, -2.7789], [-2.7896, 0.5426, -2.5012], [0.4525, 2.4042, -2.8443], [1.9828, 2.0541, -4.7336], [1.3630, 0.5086, -6.5699], [-0.8152, -0.6594, -6.5119], [-2.3639, -0.2928, -4.6216], [-2.2638, 4.4224, 1.2529], [-1.0778, 4.6886, 3.4504], [0.7378, 3.0263, 4.0109], [2.1240, -1.7435, 2.7469], [4.1270, 0.5429, 2.8126], [3.5320, -0.4891, 4.1488], [5.3842, -0.8026, 2.0500], [6.8568, -2.0233, 0.5397], [5.9222, -3.5646, -1.1559], [3.4604, -3.8631, -1.3085], [1.9843, -2.6152, 0.1977], [-3.2504, -1.5280, -1.0742], [-2.0470, -1.9523, -1.8532], [-2.2088, -2.9099, -2.8785], [-1.1565, -3.2872, -3.6560], [0.1012, -2.6805, -3.4557], [1.2576, -2.8842, -4.2529], [1.2032, -4.0974, -5.6964], [2.4002, -2.1784, -4.0239], [2.4628, -1.2409, -2.9689], [4.0202, -0.2271, -2.7339], [1.3889, -1.0568, -2.1454], [1.3687, -0.2086, -1.1098], [0.1924, -1.7600, -2.4053], [-0.8622, -1.4238, -1.5918], [-4.0911, -1.3668, -1.7512], [-3.0689, -0.6176, -0.5106], [-3.5488, -2.3049, -0.3700], [-3.1904, -3.3409, -3.0267], [-1.2808, -4.0241, -4.4391], [3.2662, -2.3176, -4.6567], [-5.1578, -0.2130, 3.6670], [-4.5855, -1.4162, 4.0621], [-3.4344, -1.8755, 3.4389], [-2.8341, -1.1612, 2.3930], [-3.4227, 0.0493, 2.0279], [-4.5704, 0.5254, 2.6510], [-1.2274, -1.8316, 1.6557], [-0.2175, -2.2415, 3.1891], [-0.1299, -1.3027, 4.2228], [0.6507, -1.5341, 5.3459], [1.3563, -2.7274, 5.4641], [1.2621, -3.6841, 4.4632], [0.4808, -3.4418, 3.3370], [-1.5623, -3.5057, 0.8310], [-0.5402, -4.1505, 0.1264], [-0.7157, -5.3983, -0.4546], [-1.9440, -6.0377, -0.3527], [-2.9771, -5.4238, 0.3412], [-2.7832, -4.1786, 0.9284], [-6.0531, 0.1492, 4.1565], [-5.0305, -1.9916, 4.8647], [-2.9834, -2.7995, 3.7890], [-2.9804, 0.6487, 1.2405], [-5.0013, 1.4720, 2.3469], [-0.6941, -0.3752, 4.1584], [0.7027, -0.7916, 6.1339], [1.9620, -2.9152, 6.3425], [1.7943, -4.6231, 4.5584], [0.4249, -4.2014, 2.5639], [0.4256, -3.6727, 0.0219], [0.1021, -5.8685, -0.9888], [-2.0939, -7.0099, -0.8059], [-3.9367, -5.9179, 0.4338], [-3.6123, -3.7241, 1.4608]]
}

(2)
{
  "formula": "C51H40Cl12F8",
  "method": "ωB97M-V with the def2-TZVPD basis set",
  "e_lumo_ha": -0.015,
  "smiles": "ClC(Cl)(Cl)Cl.ClC(Cl)(Cl)Cl.ClC(Cl)(Cl)Cl.Fc1ccccc1.Fc1ccccc1.Fc1ccccc1.Fc1ccccc1.Fc1ccccc1.Fc1ccccc1.Fc1ccccc1.Fc1ccccc1",
  "orbital_gap_ev": 8.632,
  "elements": ["F", "C", "C", "C", "C", "C", "C", "H", "H", "H", "H", "H", "F", "C", "C", "C", "C", "C", "C", "H", "H", "H", "H", "H", "F", "C", "C", "C", "C", "C", "C", "H", "H", "H", "H", "H", "F", "C", "C", "C", "C", "C", "C", "H", "H", "H", "H", "H", "F", "C", "C", "C", "C", "C", "C", "H", "H", "H", "H", "H", "F", "C", "C", "C", "C", "C", "C", "H", "H", "H", "H", "H", "F", "C", "C", "C", "C", "C", "C", "H", "H", "H", "H", "H", "F", "C", "C", "C", "C", "C", "C", "H", "H", "H", "H", "H", "C", "Cl", "Cl", "Cl", "Cl", "C", "Cl", "Cl", "Cl", "Cl", "C", "Cl", "Cl", "Cl", "Cl"],
  "xyz": [[-27.9606, -40.6094, -10.1357], [-26.9979, -40.0541, -9.3864], [-26.4110, -40.7113, -8.3113], [-25.3246, -40.1333, -7.5925], [-24.9798, -38.8163, -7.8356], [-25.6746, -38.0894, -8.8223], [-26.6412, -38.7758, -9.6267], [-26.7447, -41.6868, -7.9896], [-25.0258, -40.6472, -6.6908], [-24.3245, -38.2441, -7.1956], [-25.4853, -37.0266, -8.8550], [-27.1633, -38.1487, -10.3342], [-36.0837, -41.2430, -15.4202], [-34.8517, -40.7384, -15.0935], [-34.0684, -41.4404, -14.1196], [-32.8723, -40.8764, -13.6425], [-32.3175, -39.6828, -14.1417], [-33.0829, -39.1486, -15.2099], [-34.4139, -39.5320, -15.5468], [-34.4292, -42.3553, -13.6732], [-32.3723, -41.4246, -12.8577], [-31.3351, -39.2784, -13.9474], [-32.5260, -38.4165, -15.7758], [-34.9861, -38.9879, -16.2836], [-29.2288, -39.2389, -15.4201], [-28.2428, -39.6727, -14.6174], [-27.5588, -38.8059, -13.8800], [-26.5513, -39.2327, -12.9923], [-26.3282, -40.6759, -12.9832], [-26.9524, -41.5378, -13.8941], [-27.8254, -40.9511, -14.8433], [-27.6341, -37.7596, -14.1366], [-25.9661, -38.6357, -12.3085], [-25.5473, -41.0857, -12.3598], [-26.7934, -42.6045, -13.8365], [-28.3105, -41.5986, -15.5587], [-25.3791, -33.2808, -7.8064], [-26.3537, -34.2403, -7.6883], [-26.2481, -35.3226, -6.8155], [-27.2596, -36.2446, -6.5552], [-28.3027, -36.2334, -7.4861], [-28.4582, -35.1541, -8.4242], [-27.4917, -34.1818, -8.4705], [-25.2786, -35.4048, -6.3467], [-27.0927, -37.0982, -5.9150], [-29.0766, -36.9621, -7.2953], [-29.2647, -35.0942, -9.1400], [-27.6979, -33.2480, -8.9723], [-30.0820, -36.9104, -13.1847], [-30.5393, -37.2130, -11.9708], [-30.2794, -38.4848, -11.3787], [-30.6705, -38.7224, -10.0720], [-31.2523, -37.6769, -9.3580], [-31.4956, -36.4490, -9.9535], [-31.1813, -36.1993, -11.2438], [-29.6439, -39.2041, -11.8740], [-30.3944, -39.5790, -9.4750], [-31.5349, -37.7905, -8.3219], [-31.9029, -35.6403, -9.3650], [-31.4976, -35.3248, -11.7929], [-25.2923, -36.6619, -18.1948], [-26.4549, -36.1117, -17.7668], [-27.3468, -36.8841, -17.0379], [-28.5752, -36.2892, -16.5988], [-28.9343, -35.0461, -17.0073], [-28.0510, -34.2980, -17.8517], [-26.8460, -34.8726, -18.2626], [-27.0817, -37.8614, -16.6624], [-29.3174, -36.7620, -15.9727], [-29.9094, -34.6720, -16.7321], [-28.3330, -33.3074, -18.1769], [-26.3701, -34.4242, -19.1222], [-31.3749, -31.8106, -8.3244], [-30.7754, -31.8440, -9.5187], [-31.5573, -32.2920, -10.5497], [-31.0805, -32.3498, -11.8843], [-29.8760, -31.7281, -12.0520], [-29.1422, -31.1017, -11.0353], [-29.5632, -31.1963, -9.7402], [-32.4877, -32.8255, -10.4231], [-31.6038, -32.8212, -12.7030], [-29.4862, -31.7310, -13.0592], [-28.3301, -30.4665, -11.3567], [-29.0976, -30.6285, -8.9482], [-29.2457, -39.5622, -6.7047], [-30.1034, -40.6306, -6.5238], [-29.6227, -41.9290, -6.6225], [-30.4623, -43.0314, -6.2549], [-31.7349, -42.7379, -5.8910], [-32.2969, -41.4410, -5.8036], [-31.4735, -40.4019, -6.1872], [-28.5969, -42.1831, -6.8452], [-30.0421, -44.0215, -6.1575], [-32.3871, -43.5759, -5.6944], [-33.3160, -41.1959, -5.5434], [-31.9900, -39.4641, -6.0454], [-35.0602, -35.3591, -12.5448], [-33.7702, -35.3259, -13.6925], [-36.6047, -35.6114, -13.4072], [-34.8245, -36.5512, -11.2697], [-35.1582, -33.8448, -11.7546], [-34.2162, -40.6834, -9.3104], [-35.2559, -41.8617, -8.5357], [-32.5924, -41.4651, -9.5686], [-34.9301, -40.2260, -10.9809], [-34.1940, -39.1627, -8.2533], [-31.1935, -35.0882, -4.6674], [-31.7606, -35.7296, -6.2871], [-29.8773, -36.1046, -4.0040], [-30.6018, -33.4690, -4.9389], [-32.6730, -34.9428, -3.6656]]
}

(3)
{
  "formula": "C51H40Cl3N5O3P2Ti",
  "method": "ωB97M-V with the def2-TZVPD basis set",
  "de_lowest_kj_mol": 0.0,
  "e_lumo_ha": -0.223,
  "orbital_gap_ev": 6.646,
  "charge": 2,
  "elements": ["Ti", "Cl", "C", "C", "C", "C", "O", "C", "C", "N", "C", "C", "C", "C", "C", "C", "C", "C", "N", "C", "C", "H", "H", "H", "H", "H", "H", "H", "H", "H", "H", "N", "P", "C", "C", "C", "C", "C", "C", "C", "C", "C", "C", "C", "C", "P", "C", "C", "C", "C", "C", "C", "C", "C", "C", "C", "C", "C", "H", "H", "H", "H", "H", "H", "H", "H", "H", "H", "H", "H", "H", "H", "H", "H", "H", "H", "H", "H", "H", "N", "C", "C", "C", "C", "C", "C", "C", "C", "N", "C", "H", "H", "H", "H", "H", "H", "H", "H", "Cl", "C", "Cl", "C", "O", "O", "H"],
  "xyz": [[0.9723, 0.1962, -1.0320], [4.9235, 2.8603, 4.5855], [3.8368, 2.3468, 3.3511], [2.5642, 2.9188, 3.2663], [1.6599, 2.4925, 2.3131], [2.0233, 1.4804, 1.4348], [1.1488, 0.9576, 0.5626], [3.3309, 1.0003, 1.4337], [3.8265, 0.3144, 0.2758], [3.1527, 0.1495, -0.8121], [3.8656, -0.2318, -1.9943], [5.0799, -0.8475, -2.0620], [5.7124, -1.0335, -3.3139], [5.1316, -0.5861, -4.4645], [3.8558, 0.0278, -4.4178], [3.1799, 0.5276, -5.5511], [1.9364, 1.0728, -5.4059], [1.3459, 1.0970, -4.1343], [1.9576, 0.6794, -3.0449], [3.2156, 0.1604, -3.1779], [4.2331, 1.4132, 2.4231], [2.2897, 3.7021, 3.9604], [0.6728, 2.9268, 2.2503], [4.8849, 0.0639, 0.2828], [5.5757, -1.2076, -1.1696], [6.6788, -1.5172, -3.3454], [5.6308, -0.6981, -5.4184], [3.6509, 0.4666, -6.5248], [1.3821, 1.4511, -6.2530], [0.3362, 1.4708, -4.0130], [5.2463, 1.0301, 2.4318], [-1.0401, -1.0280, 2.0682], [-1.1805, 0.5960, 2.6755], [-1.5730, 0.1574, 4.3922], [-0.5886, 0.4132, 5.3468], [-0.8037, 0.0944, 6.6806], [-2.0083, -0.4766, 7.0653], [-2.9978, -0.7289, 6.1216], [-2.7845, -0.4102, 4.7898], [-2.7870, 1.0994, 1.9526], [-3.7333, 0.2123, 1.4389], [-4.8955, 0.6911, 0.8459], [-5.1241, 2.0596, 0.7600], [-4.1838, 2.9516, 1.2597], [-3.0181, 2.4716, 1.8424], [-0.4651, -1.6503, 0.6069], [-2.0355, -2.3605, -0.0601], [-2.6028, -2.0567, -1.2915], [-3.8497, -2.5693, -1.6446], [-4.5342, -3.3974, -0.7739], [-3.9640, -3.7276, 0.4536], [-2.7291, -3.2176, 0.8030], [0.4317, -3.1412, 1.1222], [0.8901, -3.3010, 2.4266], [1.5079, -4.4850, 2.8107], [1.6845, -5.5080, 1.8925], [1.2481, -5.3455, 0.5819], [0.6256, -4.1702, 0.2006], [-1.0887, -1.7184, 2.8089], [0.3479, 0.8686, 5.0430], [-0.0391, 0.2995, 7.4184], [-2.1820, -0.7193, 8.1054], [-3.9398, -1.1663, 6.4268], [-3.5697, -0.5905, 4.0633], [-3.5620, -0.8566, 1.5012], [-5.6293, -0.0072, 0.4615], [-6.0376, 2.4297, 0.3123], [-4.3584, 4.0179, 1.1954], [-2.2859, 3.1730, 2.2311], [-2.0806, -1.4386, -2.0103], [-4.2716, -2.3279, -2.6118], [-5.5016, -3.7966, -1.0488], [-4.4837, -4.3893, 1.1344], [-2.3006, -3.4945, 1.7599], [0.7990, -2.5059, 3.1577], [1.8484, -4.6045, 3.8308], [2.1559, -6.4332, 2.1961], [1.3814, -6.1423, -0.1381], [0.2459, -4.0776, -0.8095], [-1.1697, 0.9533, -0.8473], [-1.4890, 2.0721, -1.7008], [-2.7223, 2.3473, -2.2021], [-2.9248, 3.5456, -2.9329], [-1.9098, 4.4430, -3.1041], [-0.6151, 4.1580, -2.6003], [0.5037, 5.0135, -2.7249], [1.7158, 4.6178, -2.2307], [1.8338, 3.3417, -1.6525], [0.8158, 2.5250, -1.5131], [-0.4102, 2.9400, -1.9379], [-1.9333, 0.2804, -0.8511], [-1.1207, 1.3146, 0.1097], [-3.5527, 1.6770, -2.0099], [-3.9082, 3.7588, -3.3291], [-2.0797, 5.3758, -3.6266], [0.3906, 5.9764, -3.2082], [2.5868, 5.2547, -2.2960], [2.8006, 2.9786, -1.3192], [1.0459, -2.2594, -5.1003], [0.7914, -2.9176, -3.4869], [-0.6764, -3.8900, -3.4027], [0.7146, -1.7714, -2.4977], [1.5552, -1.7250, -1.5433], [-0.1192, -0.8409, -2.5857], [1.6389, -3.5465, -3.2381]]
}